Entry 1:
Formula: H5ISi2
Source: OMol25
Level of theory: ωB97M-V with the def2-TZVPD basis set

Summary:
- 2S+1 = 1
- gap between HOMO and LUMO (Ha) = 0.274
- highest occupied orbital energy (eV) = -8.858

Last column: natural (NBO) charge in e.
Atoms and positions in Å:
Si 1.64052 0.02905 0.05668  0.582
Si -2.15959 -0.89508 0.29008  0.637
I -4.00280 0.86212 0.69519  -0.332
H 1.20440 -1.32469 -0.27175  -0.152
H 3.05872 0.19109 0.07024  -0.140
H 0.82158 0.56371 1.22403  -0.143
H -1.70944 -0.44437 -1.04603  -0.308
H 1.14661 1.01816 -1.01844  -0.145

=====

Entry 2:
Formula: CH2N2O4S
Source: OMol25
Level of theory: ωB97M-V with the def2-TZVPD basis set

Summary:
- 2S+1 = 1
- gap between HOMO and LUMO (Ha) = 0.360
- highest occupied orbital energy (eV) = -9.598

Last column: natural (NBO) charge in e.
Atoms and positions in Å:
C 1.14915 -0.35131 0.08691  0.869
N 3.69650 0.49588 1.21175  -0.556
N -0.16019 -0.18082 -0.03004  -0.792
O 1.94096 0.26732 -0.77759  -0.618
O 4.28551 1.02383 -0.15324  -0.605
O 3.83566 -1.41849 -0.72181  -0.833
O 1.72036 -1.03466 0.93341  -0.617
S 3.40822 -0.25641 -0.04750  2.304
H -0.53121 0.43510 -0.73351  0.422
H -0.76759 -0.62543 0.63602  0.427

=====

Entry 3:
Formula: C16H19N3O2RuSb
Source: OMol25
Level of theory: ωB97M-V with the def2-TZVPD basis set

Summary:
- 2S+1 = 5
- gap between HOMO and LUMO (spin up / spin down) (Ha) = 0.274 / 0.238
- net charge = +3
- highest occupied orbital energy (spin up / spin down) (eV) = -18.008 / -18.478

Last column: natural (NBO) charge in e.
Atoms and positions in Å:
Ru 0.58681 -0.46754 -0.49248  1.054
O -2.15902 3.21830 -0.74548  -0.514
C -1.88651 3.69010 0.42927  0.475
C -2.56764 4.89227 0.80617  -0.149
C -2.32760 5.44964 2.02781  -0.170
C -1.41160 4.83611 2.89979  -0.004
C -0.72709 3.64819 2.53390  -0.100
C -0.94307 3.05860 1.31786  -0.133
C -0.21065 1.83298 0.92534  0.550
O -0.55807 1.22537 -0.21142  -0.749
N 0.75878 1.42662 1.67858  -0.312
N 1.34591 0.32533 1.12415  -0.259
C 2.37545 -0.25575 1.64810  0.192
C 2.93440 -1.36071 0.88443  0.104
C 4.06605 -2.04313 1.27046  -0.142
C 4.56541 -3.04560 0.43502  -0.073
C 3.91632 -3.31868 -0.75373  -0.190
C 2.77413 -2.59826 -1.08401  0.102
N 2.27825 -1.64730 -0.28885  -0.485
H -1.63444 2.39628 -0.90304  0.528
H -3.25847 5.32174 0.09183  0.279
H -2.83321 6.35726 2.32852  0.279
H -1.21848 5.27445 3.87049  0.264
H -0.02490 3.20446 3.22647  0.268
H 2.79276 0.09881 2.58564  0.272
H 4.56015 -1.79420 2.20048  0.273
H 5.45665 -3.59236 0.71470  0.279
H 4.28194 -4.07757 -1.43167  0.280
H 2.24786 -2.78439 -2.01125  0.228
C -3.57545 -1.58839 -1.38226  -0.922
Sb -1.55156 -2.09424 -1.04788  1.272
C -1.25685 -4.11857 -1.60013  -0.934
C -0.48508 -1.00092 -2.65812  -1.012
H -3.80764 -1.80955 -2.42368  0.277
H -3.73424 -0.53677 -1.16075  0.262
H -4.17254 -2.21157 -0.71887  0.281
H -1.77685 -4.27085 -2.54582  0.276
H -1.68432 -4.75417 -0.82762  0.282
H -0.19298 -4.31378 -1.70514  0.253
H -0.51564 -1.70526 -3.49159  0.307
H 0.60407 -0.76700 -2.58942  0.235
H -1.03106 -0.09996 -2.92583  0.277

=====

Entry 4:
Formula: C2H7N2O5S2
Source: OMol25
Level of theory: ωB97M-V with the def2-TZVPD basis set

Summary:
- 2S+1 = 1
- gap between HOMO and LUMO (Ha) = 0.338
- net charge = -1
- highest occupied orbital energy (eV) = -5.676

Last column: natural (NBO) charge in e.
Atoms and positions in Å:
C -2.47064 0.94315 1.16593  -0.636
C -1.77880 -0.37604 1.46858  -0.066
O -0.77653 -0.72916 0.52240  -0.715
S 0.56298 0.17571 0.55810  2.487
O 0.78000 0.51871 1.94293  -0.988
O 0.32205 1.27721 -0.33480  -0.977
N 1.66897 -0.86889 0.10171  -1.219
S 1.93089 -1.05055 -1.46525  2.412
N 2.51531 0.40417 -2.05878  -1.066
O 3.02757 -1.98588 -1.59432  -0.995
O 0.73908 -1.33455 -2.22857  -0.989
H -1.84287 1.79821 1.38782  0.225
H -3.38641 0.97772 1.75894  0.189
H -2.77450 0.94697 0.12162  0.213
H -2.52058 -1.17131 1.39162  0.169
H -1.38798 -0.40291 2.48283  0.189
H 1.93325 0.65299 -2.84608  0.387
H 3.45819 0.22443 -2.37467  0.381

=====

Entry 5:
Formula: C2H8N2O
Source: OMol25
Level of theory: ωB97M-V with the def2-TZVPD basis set

Summary:
- 2S+1 = 1
- gap between HOMO and LUMO (Ha) = 0.364
- structure (SMILES) = CCNON
- highest occupied orbital energy (eV) = -8.884

Last column: natural (NBO) charge in e.
Atoms and positions in Å:
C -1.42512 -0.65553 -0.42807  -0.643
C -0.88411 0.55786 0.16102  -0.227
N 0.69439 0.60756 1.07882  -0.364
O 1.61920 -0.44476 0.65918  -0.282
N 2.19766 -0.16993 -0.54432  -0.497
H -0.65374 -1.05710 -1.15005  0.212
H -1.47430 -1.56103 0.34319  0.212
H -2.35405 -0.53374 -0.80293  0.226
H -0.78022 1.33180 -0.48852  0.184
H -1.39620 1.07020 1.02128  0.193
H 0.46367 0.34293 2.00038  0.333
H 2.43156 0.83472 -0.51264  0.336
H 1.56126 -0.32299 -1.33734  0.319

=====

Entry 6:
Formula: C2H2CsLiO2
Source: OMol25
Level of theory: ωB97M-V with the def2-TZVPD basis set

Summary:
- 2S+1 = 2
- gap between HOMO and LUMO (spin up / spin down) (Ha) = 0.221 / 0.311
- net charge = +1
- highest occupied orbital energy (spin up / spin down) (eV) = -9.787 / -12.249

Last column: natural (NBO) charge in e.
Atoms and positions in Å:
O -1.63374 -0.92964 0.28391  -0.714
C -1.31771 0.29853 0.49121  0.236
C -0.03186 0.61193 -0.03520  0.096
O 0.93189 -0.21479 0.18928  -0.889
Li 0.00012 -1.86507 0.69148  0.955
H -2.09319 1.08070 0.46185  0.161
Cs 4.37139 0.12908 -0.93079  0.996
H -0.22689 0.88926 -1.15173  0.158

=====

Entry 7:
Formula: C6H11N2
Source: OMol25
Level of theory: ωB97M-V with the def2-TZVPD basis set

Summary:
- 2S+1 = 1
- gap between HOMO and LUMO (Ha) = 0.386
- net charge = +1
- structure (SMILES) = C[C@H]1[C@H]2C[N@@H+]1CC=N2
- highest occupied orbital energy (eV) = -13.922

Last column: natural (NBO) charge in e.
Atoms and positions in Å:
C 1.81621 0.94622 -0.91034  -0.620
C 0.69261 0.65734 0.03740  -0.012
C -0.75780 0.60175 -0.87556  -0.050
C -0.36108 -0.94009 -0.90958  -0.208
N 0.35858 -0.71850 0.42456  -0.372
C -0.67637 -0.77980 1.41687  -0.319
C -1.81908 0.23903 1.11628  0.106
N -1.75758 0.93323 0.06426  -0.354
H 1.87967 1.97414 -0.81293  0.255
H 1.53416 0.60399 -1.92499  0.222
H 2.70467 0.43156 -0.50660  0.228
H 0.70800 1.26427 0.92170  0.225
H -0.69587 1.05680 -1.87249  0.243
H -1.10202 -1.72070 -0.77365  0.229
H 0.25486 -1.17943 -1.67180  0.229
H 1.13837 -1.40289 0.67359  0.451
H -0.26543 -0.69990 2.45110  0.265
H -1.14967 -1.85806 1.30864  0.253
H -2.50222 0.59103 1.84356  0.231

=====

Entry 8:
Formula: C3H6N2
Source: OMol25
Level of theory: ωB97M-V with the def2-TZVPD basis set

Summary:
- 2S+1 = 1
- gap between HOMO and LUMO (Ha) = 0.362
- structure (SMILES) = [H]/N=C\NC=C
- highest occupied orbital energy (eV) = -8.755

Last column: natural (NBO) charge in e.
Atoms and positions in Å:
H -2.32587 -0.39783 1.86204  0.330
N -1.39533 -0.57029 2.24742  -0.692
C -0.42244 -0.20260 1.50121  0.300
N -0.39643 0.22674 0.20296  -0.617
C 0.76633 0.05954 -0.58033  -0.003
C 0.89448 0.29923 -1.87767  -0.473
H 0.62768 -0.27447 1.89694  0.155
H -1.30171 0.13349 -0.33434  0.392
H 1.65257 0.03173 0.05786  0.197
H 1.84056 0.19027 -2.37454  0.213
H 0.06014 0.50418 -2.60155  0.199

=====

Entry 9:
Formula: C6H7AgMgO6
Source: OMol25
Level of theory: ωB97M-V with the def2-TZVPD basis set

Summary:
- 2S+1 = 2
- gap between HOMO and LUMO (spin up / spin down) (Ha) = 0.253 / 0.241
- net charge = +1
- highest occupied orbital energy (spin up / spin down) (eV) = -12.785 / -12.562

Last column: natural (NBO) charge in e.
Atoms and positions in Å:
Mg 3.20222 -0.04797 -0.06353  1.843
O 1.68716 1.43249 -0.04106  -0.940
O 1.22958 2.27757 -2.09384  -0.464
C -0.10730 2.66945 -1.72366  -0.069
C -1.12009 1.66310 -2.25283  -0.537
O 3.05269 1.09802 -1.71706  -0.835
C 1.99198 1.60868 -1.26577  0.992
H -0.17281 2.77831 -0.63546  0.208
H -0.26199 3.64496 -2.19544  0.222
H -0.99937 1.53137 -3.33412  0.246
H -2.12079 2.07774 -2.06160  0.256
Ag 0.33936 0.18838 1.12456  0.960
O -1.17601 0.31601 -0.29007  -0.850
O -0.76815 -0.69962 -2.23029  -0.573
C 0.01759 -2.76299 -0.87018  -0.240
C 1.24243 -2.07555 -0.93442  0.292
O 1.65514 -1.27533 -0.01973  -0.929
C -1.02916 0.31942 -1.53693  0.786
H -0.48772 -2.88030 0.08714  0.218
H -0.23551 -3.44454 -1.67885  0.236
H 1.80306 -2.12772 -1.87781  0.179

=====

Entry 10:
Formula: C6H12N2
Source: OMol25
Level of theory: ωB97M-V with the def2-TZVPD basis set

Summary:
- 2S+1 = 1
- gap between HOMO and LUMO (Ha) = 0.309
- highest occupied orbital energy (eV) = -7.641

Last column: natural (NBO) charge in e.
Atoms and positions in Å:
C 0.37816 0.41762 -0.05116  -0.121
C -0.44345 -0.75399 0.55482  -0.045
C 0.84250 0.28386 -1.49449  -0.618
C 1.51757 0.84599 0.86858  -0.608
C -0.81979 -1.93187 -0.32069  -0.628
N -1.63950 0.10703 0.85257  -0.355
C -0.86054 1.37612 0.07961  0.191
N -2.05425 0.92129 -0.32653  -0.508
H -1.80521 0.44087 1.79710  0.382
H -0.01171 -1.09091 1.49895  0.201
H -0.68424 2.40716 0.43459  0.160
H 0.00424 0.04935 -2.14948  0.229
H 1.59963 -0.49704 -1.59680  0.209
H 1.28448 1.22331 -1.83609  0.214
H 2.31829 0.10289 0.87546  0.215
H 1.94363 1.79566 0.53505  0.213
H 1.17256 0.98077 1.89798  0.204
H 0.07560 -2.41807 -0.71113  0.213
H -1.39004 -2.66649 0.24995  0.216
H -1.42797 -1.59354 -1.15829  0.238

=====

Entry 11:
Formula: C6H11NO3S3
Source: OMol25
Level of theory: ωB97M-V with the def2-TZVPD basis set

Summary:
- 2S+1 = 1
- gap between HOMO and LUMO (spin up / spin down) (Ha) = 0.265 / 0.260
- highest occupied orbital energy (spin up / spin down) (eV) = -8.149 / -8.127

Last column: natural (NBO) charge in e.
Atoms and positions in Å:
C 1.70222 0.58528 -1.20143  -0.155
C 0.69448 1.11951 -2.02492  -0.311
C -2.01659 1.55360 -4.25751  -0.634
C 0.77271 -1.94612 4.04319  -0.646
C -1.90138 1.65855 -2.81951  -0.536
C 1.04298 -1.83731 2.58902  -0.611
N 1.62724 -0.08129 -0.04278  0.366
O 0.45323 -0.61737 0.34524  -0.547
O 2.56241 -0.08257 0.79458  -0.461
O -1.40928 -1.01025 1.88827  -0.897
S 0.03285 1.20061 2.75621  -0.375
S -0.77937 0.33846 -2.19327  0.422
S -0.08936 -0.55100 1.96976  1.787
H 2.74909 0.92286 -1.30695  0.236
H -2.45461 0.65272 -4.49419  0.211
H -2.85080 2.30448 -4.59020  0.219
H -1.03589 1.57664 -4.80913  0.233
H 0.02251 -2.66825 4.27296  0.218
H 1.67601 -2.37799 4.46140  0.228
H 0.43591 -0.99717 4.59089  0.247
H -2.84624 1.61095 -2.17258  0.236
H -1.48361 2.62780 -2.36535  0.242
H 0.99973 -2.69689 2.06974  0.240
H 2.09577 -1.28526 2.49656  0.288

=====

| no. | molar mass (Da) | E_tot (eV) |
| --- | --- | --- |
| 1 | 188.12 | -23934.86651 |
| 2 | 138.10 | -23070.05876 |
| 3 | 508.18 | -34554.15716 |
| 4 | 203.22 | -37077.10077 |
| 5 | 76.10 | -7226.40335 |
| 6 | 197.88 | -6947.67413 |
| 7 | 111.17 | -9371.29155 |
| 8 | 70.09 | -6187.30042 |
| 9 | 307.29 | -28057.72334 |
| 10 | 112.18 | -9392.99021 |
| 11 | 241.36 | -46530.42803 |